No. 1
Below is one molecule with the formula C3H4ClNO4S, with properties calculated with ωB97M-V/def2-TZVPD.

Element x y z (Å)
C: -0.787 0.400 -0.432
C: -1.641 -0.823 -0.632
C: -0.869 -1.947 0.054
N: 0.484 0.121 0.018
O: -1.107 1.485 -0.859
O: 1.896 1.971 -1.073
O: 2.661 0.787 0.812
O: -0.328 -2.920 -0.307
S: 1.418 1.366 0.051
Cl: 0.722 2.738 1.337
H: -2.514 -0.632 -0.162
H: -1.828 -1.058 -1.635
H: -0.723 -1.761 1.172
H: 2.616 0.272 1.657

Calculated values
**DFT total energy**: -1330.72814 a.u.
**Gap between HOMO and LUMO**: 9.51 eV
**SMILES string**: O=CCC(=O)N=[S@](=O)(O)Cl
**HOMO energy**: -9.726 eV
**Molar mass**: 185.6 g/mol
**Relative energy (zero: lowest compared OMol25 entry of this formula, charge and spin)**: 0.735 eV

***

No. 2
Below is one molecule with the formula C3H4ClNS, with properties calculated with ωB97M-V/def2-TZVPD.

Element x y z (Å)
C: 0.669 -0.565 0.534
C: 0.647 0.819 -0.318
C: -0.983 -0.600 0.086
H: 0.896 -0.409 1.607
H: 0.960 0.854 -1.336
H: 1.000 1.599 0.414
H: -1.657 1.138 -0.444
N: -0.808 0.663 -0.190
S: -2.294 -1.625 -0.121
Cl: 1.571 -1.874 -0.232

Calculated values
**DFT total energy**: -1029.78268 a.u.
**Gap between HOMO and LUMO**: 9.20 eV
**SMILES string**: S=C1NC[C@@H]1Cl
**HOMO energy**: -8.595 eV
**Molar mass**: 121.6 g/mol
**Relative energy (zero: lowest compared OMol25 entry of this formula, charge and spin)**: 1.289 eV

***

No. 3
Below is C3H4ClNS as an isolated structure, with properties calculated with ωB97M-V/def2-TZVPD.

Element x y z (Å)
C: 0.087 0.948 0.316
C: -1.163 0.729 0.658
C: 0.850 0.040 -0.447
N: -0.302 -1.377 -0.683
S: -1.707 -0.897 0.176
Cl: 2.428 -0.546 0.263
H: 0.703 1.783 0.433
H: -1.943 1.273 1.165
H: 1.042 0.366 -1.494
H: 0.006 -2.319 -0.389

Calculated values
**DFT total energy**: -1029.75462 a.u.
**Gap between HOMO and LUMO**: 8.53 eV
**HOMO energy**: -7.892 eV
**Molar mass**: 121.6 g/mol
**Relative energy (zero: lowest compared OMol25 entry of this formula, charge and spin)**: 2.053 eV

***

Among the records above, which one has the highest molar mass?
C3H4ClNO4S

***

What is the formula in the first record?
C3H4ClNO4S